i.
This record from the OMol25 dataset describes a cluster of 2 separate species, C2H5NO2 in total. The level of theory is wB97M-V/def2-TZVPD.

Bonds (Å) are listed after each position.
Cartesian coordinates (Å):
1 C -4.76846 -2.68506 -0.10931  N2 1.262, H3 1.190, H4 1.116
2 N -5.92263 -2.23879 -0.35861  C1 1.262, H5 1.015
3 H -3.83433 -1.96436 -0.26498  C1 1.190
4 H -4.58008 -3.77010 -0.28934  C1 1.116
5 H -5.98637 -1.25597 -0.11227  N2 1.015
6 H 2.31199 0.72348 -0.08030  O7 0.982
7 O 2.52708 1.37220 0.62430  H6 0.982, C8 1.445
8 C 3.59054 1.93607 -0.17592  O7 1.445, O9 1.176, H10 1.123
9 O 4.70270 1.61269 0.02960  C8 1.176
10 H 3.04055 2.60533 -0.89006  C8 1.123

- frontier orbital gap (eV) = 10.7
- SMILES string = O=CO.C=N
- LUMO (eV) = 0.66
- 2S+1 = 1
- total charge = 0



ii.
This record from the OMol25 dataset describes the molecule C2H5NO2. The level of theory is wB97M-V/def2-TZVPD.

Bonds (Å) are listed after each position.
Cartesian coordinates (Å):
1 C 1.43874 0.00278 -0.18134  O2 1.413, H6 1.088, H7 1.093, H8 1.102
2 O 0.24332 0.75612 -0.21421  C1 1.413, C3 1.417
3 C -0.77203 0.24149 0.63006  O2 1.417, O4 1.201, N5 1.345
4 O -0.74288 0.23836 1.83109  C3 1.201
5 N -1.65893 -0.19412 -0.28226  C3 1.345, H9 1.024, H10 1.011
6 H 1.88596 0.10971 0.80464  C1 1.088
7 H 2.09768 0.40892 -0.95273  C1 1.093
8 H 1.25312 -1.06097 -0.39980  C1 1.102
9 H -1.15829 0.04777 -1.14167  N5 1.024
10 H -2.58670 -0.55007 -0.09377  N5 1.011

- frontier orbital gap (eV) = 11.4
- SMILES string = COC(N)=O
- LUMO (eV) = 0.88
- 2S+1 = 1
- total charge = 0



iii.
This record from the OMol25 dataset describes the molecule C2H5NO2. The level of theory is wB97M-V/def2-TZVPD.

Bonds (Å) are listed after each position.
Cartesian coordinates (Å):
1 C 1.38828 0.46973 0.05133  H3 1.113, H4 1.107, H5 1.115, O9 1.419
2 C -1.59605 -0.02947 -0.04576  H7 1.106, N8 1.370, O10 1.220
3 H 2.33746 0.62480 -0.50911  C1 1.113
4 H 1.66092 0.03463 1.03248  C1 1.107
5 H 0.82906 1.42727 0.16967  C1 1.115
6 H -0.65203 -1.82064 0.00063  N8 1.016
7 H -2.47511 -0.55833 0.36687  C2 1.106
8 N -0.47925 -0.81980 0.02383  C2 1.370, H6 1.016, O9 1.369
9 O 0.62932 -0.46683 -0.69701  C1 1.419, N8 1.369
10 O -1.64260 1.13865 -0.39293  C2 1.220

- frontier orbital gap (eV) = 10.8
- SMILES string = CONC=O
- LUMO (eV) = 0.87
- 2S+1 = 1
- total charge = 0



Which of them is the most stable? Correct choice: ii.



i.
This record from the OMol25 dataset describes the molecule C3H6P2. The level of theory is wB97M-V/def2-TZVPD.

Bonds (Å) are listed after each position.
Cartesian coordinates (Å):
1 C 0.77035 0.75982 -0.92134  C2 1.731, C3 1.480, P5 1.944, H11 1.195
2 C -0.86988 1.29371 -0.77961  C1 1.731, P4 1.686
3 C 1.19597 -0.57628 -0.44852  C1 1.480, P5 1.875, H6 1.094, H7 1.059
4 P -1.79617 0.36751 0.28149  C2 1.686, H8 1.372, H9 1.427
5 P 2.03909 0.76760 0.55140  C1 1.944, C3 1.875, H10 1.536
6 H 0.36394 -1.10839 0.02198  C3 1.094
7 H 1.71896 -1.12718 -1.18590  C3 1.059
8 H -1.28392 -0.53302 1.18120  P4 1.372
9 H -2.79955 1.04369 1.03790  P4 1.427
10 H 1.19086 1.10795 1.78645  P5 1.536
11 H 1.25829 0.99842 -1.98631  C1 1.195

- frontier orbital gap (eV) = 8.4
- SMILES string = [PH2]#C[C@@H]1CP1
- LUMO (eV) = -0.46
- 2S+1 = 1
- total charge = 0



ii.
This record from the OMol25 dataset describes the molecule C3H6P2. The level of theory is wB97M-V/def2-TZVPD.

Bonds (Å) are listed after each position.
Cartesian coordinates (Å):
1 C 1.00041 0.47866 -0.65530  C3 1.535, P4 1.858, P5 1.972, H6 1.318
2 C -1.11003 -0.64961 0.44694  C3 1.555, H7 1.065, H8 1.178, H9 1.093
3 C -0.35175 0.64943 0.05134  C1 1.535, C2 1.555, H10 1.187, H11 1.100
4 P 2.62124 0.75843 0.20853  C1 1.858, P5 2.024
5 P 1.98948 -1.13791 -0.10945  C1 1.972, P4 2.024
6 H 0.91089 0.49857 -1.96992  C1 1.318
7 H -0.38146 -1.42349 0.50669  C2 1.065
8 H -1.91076 -1.10470 -0.28722  C2 1.178
9 H -1.65506 -0.68046 1.39366  C2 1.093
10 H -0.12381 1.32853 0.99794  C3 1.187
11 H -0.98916 1.28255 -0.58322  C3 1.100

- frontier orbital gap (eV) = 8.2
- LUMO (eV) = -0.79
- 2S+1 = 1
- total charge = 0



Which of them is the most stable? Correct choice: ii.



i.
This record from the OMol25 dataset describes a cluster of 2 separate species, C10H16 in total. The level of theory is wB97M-V/def2-TZVPD.

Bonds (Å) are listed after each position.
Cartesian coordinates (Å):
1 C -0.62763 -2.86274 0.23051  C2 1.541, C3 1.500, H9 1.105, H10 1.150
2 C -0.39897 -2.69035 -1.28386  C1 1.541, H11 1.130, H17 1.100, H18 1.058
3 C -0.67310 -1.60944 1.05354  C1 1.500, C4 1.385, C5 1.466
4 C -1.78916 -1.15921 1.73838  C3 1.385, C6 1.387, H12 1.097
5 C 0.54132 -0.79703 0.93920  C3 1.466, C7 1.389, H13 1.079
6 C -1.76987 0.19581 2.03603  C4 1.387, C8 1.429, H14 1.107
7 C 0.42640 0.53696 1.30989  C5 1.389, C8 1.404, H15 1.071
8 C -0.66200 1.09791 1.99608  C6 1.429, C7 1.404, H16 1.078
9 H -1.37534 -3.63993 0.46983  C1 1.105
10 H 0.31659 -3.46323 0.49615  C1 1.150
11 H 0.00849 -1.64813 -1.44280  C2 1.130
12 H -2.61105 -1.88378 1.79507  C4 1.097
13 H 1.45900 -1.17144 0.51209  C5 1.079
14 H -2.70061 0.58529 2.49218  C6 1.107
15 H 1.25375 1.20752 1.19246  C7 1.071
16 H -0.67743 2.11094 2.36477  C8 1.078
17 H -1.30954 -2.48372 -1.86618  C2 1.100
18 H 0.25641 -3.39073 -1.72924  C2 1.058
19 C 0.82507 3.16538 -1.21713  C20 1.541, H21 1.087, H22 1.074, H23 1.097
20 C 1.78800 2.09498 -1.76621  C19 1.541, H24 1.118, H25 1.103, H26 1.103
21 H 0.02601 2.74716 -0.61074  C19 1.087
22 H 1.34278 3.98902 -0.76222  C19 1.074
23 H 0.37289 3.81295 -1.97782  C19 1.097
24 H 1.34278 1.65487 -2.69228  C20 1.118
25 H 1.86831 1.23388 -1.08200  C20 1.103
26 H 2.76689 2.36704 -2.19570  C20 1.103

- frontier orbital gap (alpha / beta) (eV) = 2.9 / 7.0
- <S²> = 0.7609
- LUMO (alpha / beta) (eV) = 3.76 / 3.69
- 2S+1 = 2
- total charge = -1



ii.
This record from the OMol25 dataset describes a cluster of 2 separate species, C10H16 in total. The level of theory is wB97M-V/def2-TZVPD.

Bonds (Å) are listed after each position.
Cartesian coordinates (Å):
1 C -1.02605 -0.27169 -1.48013  C2 1.671, C3 1.506, H9 1.072, H10 1.098
2 C -0.92277 -0.21399 -3.14718  C1 1.671, H11 1.093, H17 1.020, H18 1.226
3 C 0.15918 0.38352 -0.82245  C1 1.506, C4 1.441, C5 1.410
4 C -0.03814 1.56036 -0.01441  C3 1.441, C6 1.429, H12 1.082
5 C 1.47817 0.20016 -1.28704  C3 1.410, C7 1.377, H13 1.046
6 C 1.00387 2.47927 0.32096  C4 1.429, C8 1.429, H14 1.017
7 C 2.56506 0.98443 -0.97053  C5 1.377, C8 1.411, H15 1.111
8 C 2.27957 2.15352 -0.23470  C6 1.429, C7 1.411, H16 1.105
9 H -1.91355 0.24720 -1.17711  C1 1.072
10 H -1.36013 -1.26410 -1.15066  C1 1.098
11 H -0.65286 0.80529 -3.43336  C2 1.093
12 H -1.06034 1.59968 0.33725  C4 1.082
13 H 1.64775 -0.68318 -1.82167  C5 1.046
14 H 0.85401 3.23610 0.98400  C6 1.017
15 H 3.53581 0.52464 -1.25390  C7 1.111
16 H 3.14145 2.81158 -0.02011  C8 1.105
17 H -1.76778 -0.53139 -3.62187  C2 1.020
18 H -0.04856 -1.03142 -3.41385  C2 1.226
19 C -0.33678 -1.93535 2.87054  C20 1.510, H21 1.112, H22 1.146, H23 1.165
20 C -1.68909 -1.31363 2.61467  C19 1.510, H24 1.154, H25 1.163, H26 1.133
21 H 0.39105 -2.10184 2.04625  C19 1.112
22 H 0.24518 -1.28279 3.61128  C19 1.146
23 H -0.43885 -2.99554 3.34156  C19 1.165
24 H -2.44382 -2.03602 2.12539  C20 1.154
25 H -1.62431 -0.36476 1.94590  C20 1.163
26 H -1.97812 -0.96002 3.65117  C20 1.133

- frontier orbital gap (alpha / beta) (eV) = 2.8 / 7.2
- <S²> = 0.7599
- LUMO (alpha / beta) (eV) = 3.81 / 3.62
- 2S+1 = 2
- total charge = -1



iii.
This record from the OMol25 dataset describes a cluster of 2 separate species, C10H16 in total. The level of theory is wB97M-V/def2-TZVPD.

Bonds (Å) are listed after each position.
Cartesian coordinates (Å):
1 C 0.98156 3.16705 0.85071  C2 1.688, H3 1.083, H4 1.135, H5 1.079
2 C 2.22659 2.63036 -0.15550  C1 1.688, H6 1.206, H7 1.081, H8 1.058
3 H 0.03891 2.72632 0.54943  C1 1.083
4 H 1.14462 3.14837 1.97328  C1 1.135
5 H 0.91610 4.20141 0.54970  C1 1.079
6 H 1.74389 1.65442 -0.67359  C2 1.206
7 H 2.95127 2.01849 0.36231  C2 1.081
8 H 2.69279 3.42446 -0.67740  C2 1.058
9 C -1.04914 -2.29603 1.18156  C10 1.616, C11 1.444, H17 1.132, H18 1.087
10 C -0.09267 -1.64931 2.31288  C9 1.616, H19 1.021, H25 1.106, H26 1.086
11 C -0.78507 -1.55761 -0.03038  C9 1.444, C12 1.411, C13 1.440
12 C -0.99535 -2.28409 -1.22116  C11 1.411, C14 1.400, H20 1.151
13 C -0.32280 -0.20061 -0.16741  C11 1.440, C15 1.404, H21 1.040
14 C -1.18936 -1.66253 -2.46023  C12 1.400, C16 1.430, H22 1.079
15 C -0.52043 0.46846 -1.38584  C13 1.404, C16 1.386, H23 1.105
16 C -0.98773 -0.24674 -2.47713  C14 1.430, C15 1.386, H24 1.159
17 H -0.77748 -3.38217 1.35116  C9 1.132
18 H -2.09563 -2.25470 1.47432  C9 1.087
19 H 0.83323 -1.89870 1.96126  C10 1.021
20 H -1.13835 -3.42566 -1.24900  C12 1.151
21 H -0.04717 0.35054 0.66977  C13 1.040
22 H -1.49708 -2.15180 -3.37104  C14 1.079
23 H -0.18079 1.49650 -1.60824  C15 1.105
24 H -1.15520 0.35526 -3.45378  C16 1.159
25 H -0.43761 -2.05136 3.28426  C10 1.106
26 H -0.25709 -0.58034 2.41003  C10 1.086

- frontier orbital gap (alpha / beta) (eV) = 2.9 / 7.1
- <S²> = 0.7607
- LUMO (alpha / beta) (eV) = 3.75 / 3.67
- 2S+1 = 2
- total charge = -1



Which of them is the most stable? Correct choice: i.



i.
This record from the OMol25 dataset describes a cluster of 4 separate species, C3H14O3S in total. The level of theory is wB97M-V/def2-TZVPD.

Bonds (Å) are listed after each position.
Cartesian coordinates (Å):
1 C 1.21230 0.74886 1.91019  C2 1.524, H5 1.087, H6 1.091, H7 1.079
2 C 0.69107 -0.12198 0.77368  C1 1.524, S3 1.809, H8 1.089, H9 1.098
3 S -1.05207 0.24563 0.45800  C2 1.809, C4 1.809
4 C -1.60626 -1.35569 -0.17475  S3 1.809, H10 1.100, H11 1.080, H12 1.085
5 H 2.28897 0.85265 1.80184  C1 1.087
6 H 0.74557 1.73487 1.87789  C1 1.091
7 H 1.02666 0.26262 2.85523  C1 1.079
8 H 1.28043 0.03397 -0.12847  C2 1.089
9 H 0.77410 -1.18666 1.02909  C2 1.098
10 H -1.34776 -2.16052 0.52891  C4 1.100
11 H -1.14917 -1.54228 -1.13512  C4 1.080
12 H -2.68971 -1.35884 -0.23013  C4 1.085
13 H -1.84414 -0.29857 2.68455  O15 0.973
14 H -1.69811 -1.59308 3.48240  O15 0.961
15 O -2.06293 -0.70580 3.54109  H13 0.973, H14 0.961
16 H 3.81395 -0.31443 -2.60491  O18 0.961
17 H 3.62875 0.85714 -3.57281  O18 0.962
18 O 3.34153 -0.04440 -3.39688  H16 0.961, H17 0.962
19 H -0.26291 0.33379 -2.61299  O21 0.963
20 H 0.93353 0.98938 -3.22445  O21 0.967
21 O -0.01558 1.12560 -3.10179  H19 0.963, H20 0.967

- frontier orbital gap (eV) = 9.3
- SMILES string = CCSC.O.O.O
- LUMO (eV) = 0.31
- 2S+1 = 1
- total charge = 0



ii.
This record from the OMol25 dataset describes a cluster of 4 separate species, C3H14O3S in total. The level of theory is wB97M-V/def2-TZVPD.

Bonds (Å) are listed after each position.
Cartesian coordinates (Å):
1 C 0.01517 -2.09556 -1.51552  C2 1.535, H5 1.086, H6 1.087, H7 1.086
2 C -0.08869 -2.38715 -0.01228  C1 1.535, C3 1.518, H8 1.083, H9 1.093
3 C 0.25329 -1.12869 0.76565  C2 1.518, S4 1.837, H10 1.090, H11 1.097
4 S 0.07214 -1.29474 2.58590  C3 1.837, H12 1.340
5 H -0.12102 -2.99397 -2.11005  C1 1.086
6 H 0.98895 -1.65173 -1.70531  C1 1.087
7 H -0.73742 -1.36555 -1.79848  C1 1.086
8 H -1.08811 -2.71389 0.24538  C2 1.083
9 H 0.65918 -3.13688 0.25802  C2 1.093
10 H -0.34073 -0.26046 0.48014  C3 1.090
11 H 1.30444 -0.84407 0.63050  C3 1.097
12 H -1.26225 -1.17701 2.60045  S4 1.340
13 H 0.12568 2.04109 1.18248  O15 0.967
14 H -1.16336 1.83650 2.00105  O15 0.961
15 O -0.79295 2.33287 1.26593  H13 0.967, H14 0.961
16 H -1.81099 3.13863 -1.86537  O18 0.960
17 H -1.18963 2.42579 -0.64429  O18 0.969
18 O -1.07257 2.58816 -1.59287  H16 0.960, H17 0.969
19 H 1.86809 2.06585 -1.00403  O21 0.962
20 H 2.63099 2.35670 0.30313  O21 0.962
21 O 1.74979 2.26410 -0.07044  H19 0.962, H20 0.962

- frontier orbital gap (eV) = 9.7
- SMILES string = CCCS.O.O.O
- LUMO (eV) = 0.54
- 2S+1 = 1
- total charge = 0



Which of them is the most stable? Correct choice: ii.